The following is a DFT calculation (wB97M-V/def2-TZVPD) of a single C3H7NO molecule at a distorted geometry.

Geometry as XYZ:
```
12
C3H7NO (wB97M-V/def2-TZVPD)
C -1.44058 -0.26213 -0.01837
N -0.18538 -1.10094 -0.10517
C 1.01817 -0.49403 -0.05017
C 1.12597 1.01476 -0.00152
O 2.03966 -1.19607 -0.02583
H -1.73532 0.21036 0.92658
H -1.38837 0.67648 -0.92621
H -2.36941 -1.21524 -0.05464
H -0.18015 -1.83993 0.27168
H 0.54841 1.44035 0.72963
H 0.48366 1.36456 -0.84622
H 2.08333 1.40184 0.10025
```

Values from the calculation:
Frontier orbital gap, eV: 10.296
SMILES: CNC(C)=O
E_tot, Eh: -248.400383

---

The following is a DFT calculation (wB97M-V/def2-TZVPD) of a single C3H7NO2 molecule at a distorted geometry.

Geometry as XYZ:
```
13
C3H7NO2 (wB97M-V/def2-TZVPD)
C 0.55518 -1.62124 0.08044
O 0.14665 -0.59171 0.96604
C -1.08506 0.20122 0.50505
N -0.56570 1.01694 -0.51052
C 0.68230 1.62873 -0.26140
O 1.39935 1.98140 -1.18180
H -0.27932 -2.06375 -0.47524
H 1.01105 -2.42200 0.66888
H 1.28595 -1.23550 -0.63698
H -1.32473 0.80290 1.38352
H -1.90529 -0.43083 0.15789
H -0.74427 0.78905 -1.47968
H 0.82388 1.94478 0.78378
```

Values from the calculation:
Frontier orbital gap, eV: 10.707
SMILES: COCNC=O
E_tot, Eh: -323.710825

---

The following is a DFT calculation (wB97M-V/def2-TZVPD) of a single C3H7NO2 molecule.

Geometry as XYZ:
```
13
C3H7NO2 (wB97M-V/def2-TZVPD)
C -1.59455 0.21512 -0.40830
C -0.34799 -0.17339 0.39224
O -0.13580 -1.56865 0.49102
C 0.88476 0.66315 0.00862
N 2.04708 0.03819 -0.35660
O 0.82640 1.87350 0.14998
H -1.65294 1.30401 -0.49844
H -2.49414 -0.13761 0.10838
H -1.59553 -0.20860 -1.42174
H -0.51455 0.16940 1.41718
H -0.32485 -1.98123 -0.36040
H 2.09657 -0.84607 -0.84222
H 2.82167 0.67344 -0.49412
```

Values from the calculation:
Frontier orbital gap, eV: 10.339
SMILES: C[C@@H](O)C(N)=O
E_tot, Eh: -323.757620

---

The following is a DFT calculation (wB97M-V/def2-TZVPD) of 2 unconnected molecules or ions with the total composition C3H7NO2 at a distorted geometry.

Geometry as XYZ:
```
13
C3H7NO2 (wB97M-V/def2-TZVPD)
C 1.09204 -0.66965 -1.84754
C 0.00510 -0.39197 -0.85186
O -0.24211 -1.12094 0.12384
O -0.95769 0.42120 -1.35389
H 1.92947 0.00824 -1.67044
H 1.41719 -1.70828 -1.74071
H 0.73507 -0.57064 -2.87444
H -1.49319 0.69450 -0.57050
C -0.64734 0.61370 2.54575
N -0.69193 1.19909 1.40703
H -1.46206 0.76023 3.27045
H 0.15470 -0.09033 2.81373
H 0.16074 0.85485 0.74857
```

Values from the calculation:
Frontier orbital gap, eV: 10.929
SMILES: CC(=O)O.C=N
E_tot, Eh: -323.702268

---

The following is a DFT calculation (wB97M-V/def2-TZVPD) of 2 unconnected molecules or ions with the total composition C3H7NO2.

Geometry as XYZ:
```
13
C3H7NO2 (wB97M-V/def2-TZVPD)
C 1.57400 -0.97607 0.95359
C 0.42926 -1.21714 1.87866
O -0.71858 -0.93086 1.65091
H 1.20325 -0.86219 -0.06436
H 2.02347 -0.02788 1.25886
H 2.32572 -1.75889 0.98346
H 0.68281 -1.60686 2.88136
N -1.49032 0.68158 -1.19759
C -0.96493 1.62223 -2.02782
O 0.10825 2.14895 -1.85490
H -2.44524 0.38647 -1.31290
H -1.12672 0.66935 -0.25453
H -1.60095 1.87132 -2.89475
```

Values from the calculation:
Frontier orbital gap, eV: 10.848
SMILES: CC=O.NC=O
E_tot, Eh: -323.740733

---

The following is a DFT calculation (wB97M-V/def2-TZVPD) of a molecular structure, C3H7NO2.

Geometry as XYZ:
```
13
C3H7NO2 (wB97M-V/def2-TZVPD)
N -1.33055 -0.86696 -0.58687
C -0.80001 0.34364 -0.97710
O -0.84798 0.73479 -2.12719
C -0.19860 1.15480 0.13656
C 1.60043 -0.15637 0.50470
O 1.05740 -1.20216 1.15706
H -0.92282 -1.31246 0.22388
H -1.54855 -1.48356 -1.35741
H -0.79133 1.11804 1.05334
H -0.04404 2.17895 -0.20365
H 1.63508 -0.40781 -0.56239
H 1.02493 0.94638 0.63276
H 1.16604 -1.04728 2.10633
```

Values from the calculation:
Frontier orbital gap, eV: 8.986
E_tot, Eh: -323.623189